{"formula": "C29H29ClN4O13P2SSn", "method": "ωB97M-V/def2-TZVPD", "species": ["Sn", "Cl", "C", "C", "C", "C", "O", "C", "C", "N", "C", "C", "C", "C", "C", "C", "C", "C", "N", "C", "C", "H", "H", "H", "H", "H", "H", "H", "H", "H", "H", "O", "P", "O", "O", "O", "P", "O", "O", "O", "H", "H", "C", "O", "C", "C", "C", "C", "C", "C", "O", "C", "O", "C", "H", "H", "H", "H", "H", "H", "H", "H", "H", "O", "O", "C", "N", "C", "C", "N", "C", "S", "H", "H", "H", "H", "H", "H", "H", "H"], "coordinates": [[0.200, 0.208, 1.853], [1.375, -7.258, 2.888], [0.877, -5.574, 3.023], [1.238, -4.834, 4.159], [0.847, -3.528, 4.274], [0.098, -2.844, 3.255], [-0.222, -1.628, 3.391], [-0.256, -3.644, 2.115], [-1.066, -3.121, 1.041], [-1.378, -1.893, 0.905], [-2.138, -1.469, -0.174], [-1.869, -1.796, -1.482], [-2.658, -1.291, -2.536], [-3.719, -0.468, -2.292], [-4.012, -0.085, -0.959], [-5.070, 0.788, -0.625], [-5.249, 1.168, 0.675], [-4.363, 0.664, 1.656], [-3.408, -0.182, 1.391], [-3.213, -0.560, 0.104], [0.133, -4.989, 2.033], [1.828, -5.306, 4.936], [1.126, -2.939, 5.139], [-1.470, -3.873, 0.344], [-1.007, -2.413, -1.700], [-2.407, -1.559, -3.556], [-4.325, -0.077, -3.102], [-5.725, 1.151, -1.412], [-6.047, 1.843, 0.963], [-4.449, 0.981, 2.691], [-0.154, -5.566, 1.161], [3.820, 1.619, 4.353], [2.616, 1.718, 3.240], [3.749, 2.094, 2.103], [2.025, 0.314, 3.345], [1.827, 2.873, 3.988], [0.304, 2.554, 4.614], [0.646, 1.369, 5.658], [-0.129, 3.752, 5.349], [-0.472, 1.965, 3.471], [4.122, 0.705, 4.366], [0.966, 0.597, 5.168], [2.979, 1.143, -4.790], [3.631, -0.046, -4.405], [3.279, -0.564, -3.179], [4.071, -1.652, -2.745], [3.820, -2.174, -1.503], [2.802, -1.697, -0.656], [2.668, -2.202, 0.699], [3.572, -3.335, 1.168], [1.871, -1.764, 1.523], [1.930, -0.653, -1.135], [0.917, -0.241, -0.515], [2.250, -0.085, -2.422], [3.458, 1.471, -5.712], [3.082, 1.918, -4.026], [1.913, 0.977, -4.977], [4.857, -2.029, -3.384], [4.447, -2.988, -1.159], [4.616, -3.014, 1.180], [3.490, -4.207, 0.516], [3.261, -3.608, 2.174], [1.621, 0.738, -2.732], [1.682, 2.117, 1.649], [2.917, 2.191, 0.945], [-0.188, 3.929, -3.245], [-1.604, 3.791, -3.015], [-2.524, 4.781, -3.532], [-3.852, 4.343, -2.912], [-3.388, 3.657, -1.723], [-2.101, 3.201, -1.874], [-1.323, 2.147, -0.891], [0.052, 3.730, -4.292], [0.330, 3.212, -2.610], [0.152, 4.940, -2.988], [-2.549, 4.766, -4.623], [-2.240, 5.793, -3.207], [-4.399, 3.675, -3.589], [-4.492, 5.191, -2.663], [-4.000, 3.084, -1.163]], "lowdin_charge": [1.48, 0.55, -0.70, -0.14, -0.01, -0.41, -0.16, -0.15, -0.09, 0.06, -0.23, -0.02, -0.09, -0.07, -0.20, -0.07, -0.08, -0.13, 0.15, -0.20, -0.10, 0.09, 0.11, 0.13, 0.11, 0.10, 0.10, 0.11, 0.09, 0.11, 0.10, -0.14, 0.30, -0.15, -0.39, -0.26, 0.19, -0.15, -0.32, -0.43, 0.06, 0.04, -0.12, -0.10, -0.30, -0.05, -0.06, -0.10, -0.36, -0.01, -0.04, -0.36, -0.20, 0.05, 0.08, 0.09, 0.09, 0.09, 0.10, 0.08, 0.08, 0.07, 0.10, -0.36, -0.12, -0.07, -0.18, -0.16, -0.17, 0.01, -0.82, 0.78, 0.08, 0.04, 0.09, 0.11, 0.12, 0.11, 0.11, 0.10], "total_energy_ev": -110893.850, "mol_weight_da": 889.74, "homo_ev": -2.08, "e_lumo_ev": 3.67, "fmax_ha_per_bohr": 0.015, "gap_ev": 5.7, "e_above_lowest_ev": 1.2704, "total_charge": -2}


{"formula": "C29H29CrN10OPS2", "method": "ωB97M-V/def2-TZVPD", "species": ["Cr", "N", "C", "S", "N", "N", "C", "C", "C", "C", "C", "C", "N", "H", "H", "H", "H", "H", "H", "H", "C", "N", "C", "C", "N", "C", "P", "C", "N", "C", "C", "N", "C", "C", "N", "C", "C", "N", "C", "H", "H", "H", "H", "H", "H", "H", "H", "H", "H", "H", "H", "H", "H", "H", "C", "C", "O", "S", "C", "C", "C", "C", "C", "C", "C", "C", "H", "H", "H", "H", "H", "H", "H"], "coordinates": [[0.645, 0.648, 0.865], [-3.748, 2.279, 1.305], [-2.435, 2.224, 1.652], [-2.010, 1.598, 3.179], [-1.671, 2.716, 0.654], [-0.379, 2.433, 0.571], [0.342, 3.281, -0.083], [1.760, 2.988, -0.263], [2.637, 3.859, -0.890], [3.983, 3.555, -0.920], [4.439, 2.395, -0.306], [3.512, 1.559, 0.273], [2.199, 1.829, 0.268], [-4.418, 2.164, 2.038], [-4.007, 2.803, 0.483], [-0.111, 4.191, -0.453], [2.248, 4.766, -1.340], [4.683, 4.222, -1.411], [5.490, 2.142, -0.279], [3.814, 0.643, 0.758], [-2.400, -2.928, 3.743], [-2.053, -1.950, 2.702], [-2.888, -1.522, 1.698], [-2.176, -0.631, 0.958], [-0.930, -0.512, 1.509], [-0.866, -1.325, 2.545], [0.603, -1.531, 3.604], [1.002, 0.228, 3.836], [1.215, 1.075, 2.845], [1.469, 2.303, 3.403], [1.419, 2.183, 4.756], [1.110, 0.869, 5.017], [0.922, 0.282, 6.354], [1.763, -1.815, 2.214], [1.758, -1.114, 1.091], [2.625, -1.718, 0.213], [3.174, -2.800, 0.829], [2.615, -2.854, 2.089], [2.883, -3.898, 3.091], [-3.412, -3.271, 3.569], [-1.733, -3.781, 3.703], [-2.349, -2.477, 4.729], [-3.903, -1.874, 1.600], [-2.474, -0.061, 0.089], [1.645, 3.186, 2.806], [1.539, 2.916, 5.539], [0.942, 1.080, 7.087], [-0.039, -0.218, 6.416], [1.714, -0.425, 6.582], [2.766, -1.347, -0.794], [3.896, -3.530, 0.486], [3.888, -4.275, 2.942], [2.810, -3.483, 4.089], [2.178, -4.720, 2.994], [-4.244, -1.618, -8.853], [-3.473, -1.362, -7.579], [-3.869, -1.656, -6.487], [-1.885, -0.562, -7.881], [-1.325, -0.377, -6.214], [-1.413, 0.859, -5.584], [-0.989, 0.998, -4.270], [-0.480, -0.099, -3.567], [-0.387, -1.332, -4.214], [-0.803, -1.469, -5.532], [-0.089, 0.060, -2.180], [0.226, 0.213, -1.018], [-4.524, -2.671, -8.887], [-3.667, -1.361, -9.740], [-5.160, -1.027, -8.831], [-1.822, 1.706, -6.124], [-1.061, 1.954, -3.765], [0.013, -2.184, -3.677], [-0.731, -2.429, -6.032]], "lowdin_charge": [0.68, 0.07, -0.90, 0.62, 0.00, -0.10, -0.07, -0.24, 0.01, -0.03, -0.04, -0.09, 0.00, 0.08, 0.10, 0.14, 0.13, 0.12, 0.11, 0.11, 0.00, -0.10, -0.02, -0.12, -0.08, -0.49, 1.20, -0.49, -0.04, -0.10, -0.03, -0.10, 0.00, -0.42, -0.03, -0.09, -0.02, -0.10, 0.00, 0.09, 0.09, 0.09, 0.14, 0.12, 0.12, 0.13, 0.10, 0.09, 0.09, 0.12, 0.13, 0.10, 0.08, 0.10, -0.07, -0.73, 0.04, 1.01, -0.55, -0.08, -0.03, -0.25, -0.03, -0.08, -0.08, -0.09, 0.09, 0.06, 0.09, 0.11, 0.12, 0.11, 0.11], "total_energy_ev": -106868.631, "mol_weight_da": 680.72, "homo_ev": [-9.61, -9.59], "e_lumo_ev": [-2.69, -3.02], "fmax_ha_per_bohr": 0.016, "gap_ev": [6.9, 6.6], "spin_multiplicity": 4, "total_charge": 1}


{"formula": "C29H29F32O11P", "method": "ωB97M-V/def2-TZVPD", "species": ["C", "P", "O", "C", "C", "C", "O", "C", "O", "C", "C", "O", "C", "O", "O", "C", "O", "H", "H", "H", "H", "H", "H", "H", "H", "H", "H", "H", "H", "H", "F", "C", "F", "C", "F", "F", "C", "O", "C", "F", "F", "C", "F", "F", "H", "H", "H", "H", "F", "C", "F", "C", "F", "F", "C", "O", "C", "F", "F", "C", "F", "F", "H", "H", "H", "H", "F", "C", "F", "C", "F", "F", "C", "O", "C", "F", "F", "C", "F", "F", "H", "H", "H", "H", "F", "C", "F", "C", "F", "F", "C", "O", "C", "F", "F", "C", "F", "F", "H", "H", "H", "H"], "coordinates": [[-0.816, -1.595, 3.586], [-1.747, -0.209, 2.820], [-2.685, 0.334, 4.078], [-2.966, -1.191, 1.877], [-3.541, -2.375, 2.089], [-3.601, -3.258, 3.296], [-4.845, -3.918, 3.358], [-5.920, -3.105, 3.765], [-6.935, -3.156, 2.811], [-7.284, -1.908, 2.235], [-7.876, -0.902, 3.224], [-8.730, -0.006, 2.531], [-4.093, -2.817, 0.757], [-4.149, -3.918, 0.317], [-4.262, -1.683, -0.014], [-3.603, -0.645, 0.632], [-3.739, 0.487, 0.305], [0.179, -1.244, 3.854], [-1.314, -2.002, 4.466], [-0.706, -2.404, 2.862], [-2.227, 1.084, 4.473], [-3.472, -2.632, 4.183], [-2.820, -4.017, 3.296], [-5.600, -2.072, 3.947], [-6.303, -3.502, 4.706], [-6.440, -1.461, 1.697], [-8.044, -2.112, 1.485], [-7.090, -0.290, 3.669], [-8.387, -1.427, 4.032], [-9.642, -0.195, 2.760], [2.875, 1.890, 2.344], [1.633, 2.066, 1.850], [0.751, 1.566, 2.745], [1.455, 1.309, 0.527], [1.551, -0.018, 0.751], [0.177, 1.579, 0.137], [2.344, 1.717, -0.656], [3.488, 0.921, -0.897], [4.694, 1.163, -0.311], [4.701, 2.309, 0.392], [5.607, 1.302, -1.309], [5.174, -0.025, 0.537], [4.288, -0.288, 1.516], [6.356, 0.301, 1.104], [1.441, 3.133, 1.717], [1.718, 1.558, -1.532], [2.585, 2.779, -0.616], [5.298, -0.907, -0.095], [8.073, 0.768, -6.696], [8.321, 0.475, -5.404], [9.032, -0.675, -5.360], [7.012, 0.273, -4.631], [6.362, -0.807, -5.110], [7.404, -0.014, -3.350], [6.063, 1.469, -4.518], [4.967, 1.509, -5.416], [5.056, 2.091, -6.643], [6.225, 2.727, -6.829], [4.073, 3.026, -6.725], [4.779, 1.088, -7.775], [5.666, 0.076, -7.734], [4.910, 1.724, -8.960], [8.913, 1.276, -4.954], [5.597, 1.364, -3.541], [6.617, 2.405, -4.503], [3.766, 0.693, -7.681], [-8.458, -6.704, 6.625], [-8.184, -5.451, 6.217], [-8.168, -4.645, 7.303], [-9.256, -4.944, 5.246], [-10.441, -4.849, 5.878], [-8.858, -3.677, 4.913], [-9.411, -5.682, 3.909], [-10.459, -6.627, 3.820], [-10.298, -7.937, 4.164], [-9.021, -8.236, 4.461], [-10.648, -8.688, 3.092], [-11.248, -8.350, 5.300], [-11.023, -7.600, 6.396], [-11.016, -9.643, 5.612], [-7.197, -5.429, 5.746], [-9.687, -4.902, 3.201], [-8.456, -6.090, 3.575], [-12.284, -8.229, 4.981], [9.353, 5.612, -4.185], [8.311, 5.049, -3.553], [8.125, 3.806, -4.074], [7.019, 5.844, -3.775], [6.685, 5.810, -5.076], [6.066, 5.144, -3.081], [6.955, 7.280, -3.238], [7.190, 8.316, -4.166], [8.441, 8.798, -4.426], [9.370, 8.268, -3.609], [8.420, 10.132, -4.198], [8.828, 8.618, -5.903], [8.803, 7.314, -6.235], [10.083, 9.083, -6.079], [8.535, 4.951, -2.488], [5.916, 7.411, -2.942], [7.564, 7.387, -2.339], [8.137, 9.173, -6.540]], "lowdin_charge": [-0.25, 0.93, -0.30, -0.20, -0.08, -0.14, -0.07, -0.24, -0.09, -0.16, -0.23, -0.05, -0.39, 0.20, 0.13, -0.44, 0.17, 0.03, 0.04, 0.05, 0.04, 0.12, 0.15, 0.14, 0.12, 0.12, 0.13, 0.12, 0.12, 0.09, 0.10, -0.30, 0.04, -0.45, 0.13, 0.10, -0.04, 0.05, -0.54, 0.15, 0.12, -0.28, 0.10, 0.10, 0.17, 0.15, 0.15, 0.18, 0.10, -0.30, 0.10, -0.43, 0.14, 0.10, -0.04, 0.06, -0.55, 0.16, 0.13, -0.29, 0.10, 0.10, 0.17, 0.13, 0.12, 0.17, 0.10, -0.31, 0.10, -0.43, 0.14, 0.08, -0.03, 0.05, -0.55, 0.15, 0.14, -0.29, 0.10, 0.10, 0.16, 0.15, 0.15, 0.17, 0.11, -0.29, 0.07, -0.44, 0.14, 0.09, -0.04, 0.05, -0.54, 0.15, 0.14, -0.29, 0.10, 0.10, 0.18, 0.15, 0.15, 0.18], "smiles": "CP(O)C1=C(COCOCCO)C(=O)OC1=O.FC(F)C(F)(F)COC(F)(F)C(F)F.FC(F)C(F)(F)COC(F)(F)C(F)F.FC(F)C(F)(F)COC(F)(F)C(F)F.FC(F)C(F)(F)COC(F)(F)C(F)F", "total_energy_ev": -149313.113, "mol_weight_da": 1192.45, "homo_ev": -9.35, "e_lumo_ev": -1.00, "fmax_ha_per_bohr": 0.014, "gap_ev": 8.4}